Entry 1:
C56H132Cl6NO29P3 | ωB97M-V/def2-TZVPD

Geometry (Å):
C  -4.560  1.974  4.277
C  -3.999  3.417  4.158
C  -3.124  3.772  5.378
C  -1.690  3.156  5.325
N  -0.749  3.838  6.395
C  -0.486  5.329  6.129
C  0.656  5.289  5.128
C  1.476  4.019  5.434
C  0.635  3.168  6.388
C  -1.326  3.626  7.794
H  -4.977  1.647  3.325
H  -5.395  1.857  4.967
H  -3.742  1.298  4.529
H  -4.792  4.161  4.082
H  -3.394  3.492  3.254
H  -3.653  3.555  6.306
H  -3.080  4.860  5.321
H  -1.256  3.300  4.335
H  -1.694  2.098  5.589
H  -0.358  5.839  7.084
H  -1.367  5.842  5.743
H  1.179  6.224  5.332
H  0.262  5.289  4.111
H  2.471  4.297  5.780
H  1.586  3.487  4.489
H  1.129  3.252  7.356
H  0.587  2.090  6.233
H  -0.724  4.035  8.605
H  -1.503  2.560  7.937
H  -2.301  4.113  7.778
C  -1.347  0.110  2.387
C  -0.022  0.883  2.250
O  0.373  1.584  3.221
O  0.631  0.660  1.218
H  -1.324  -0.768  1.741
H  -2.155  0.757  2.045
H  -1.435  -0.205  3.427
Cl  -2.290  5.606  1.559
C  -1.486  4.004  1.323
C  -0.919  3.851  -0.099
Cl  -2.082  4.067  -1.457
H  -2.181  3.169  1.403
H  -0.702  3.848  2.064
H  -0.545  2.827  -0.109
H  -0.143  4.598  -0.267
Cl  4.815  -1.748  2.515
C  3.679  -0.671  3.427
C  2.560  -1.414  4.072
Cl  2.904  -2.344  5.571
H  3.323  0.125  2.774
H  4.330  -0.143  4.123
H  2.171  -2.140  3.358
H  1.742  -0.729  4.297
Cl  -7.127  2.075  -1.449
C  -5.665  1.236  -0.993
C  -5.170  1.654  0.367
Cl  -4.972  3.400  0.469
H  -4.959  1.454  -1.795
H  -5.947  0.186  -0.917
H  -4.236  1.125  0.557
H  -5.893  1.373  1.133
C  3.800  6.276  2.865
O  4.344  6.202  1.551
P  3.792  5.095  0.526
O  2.331  5.178  0.279
O  4.632  5.283  -0.846
C  6.014  5.669  -0.733
O  4.329  3.727  1.194
C  3.377  2.870  1.912
H  3.355  7.264  2.981
H  4.577  6.191  3.625
H  3.054  5.485  2.954
H  6.565  4.960  -1.351
H  6.500  5.612  0.240
H  6.223  6.632  -1.200
H  2.442  3.407  2.072
H  3.723  2.527  2.887
H  3.197  1.960  1.340
C  -0.436  -5.359  8.927
O  0.108  -4.252  8.276
P  -0.954  -3.082  7.839
O  -1.661  -2.449  8.955
O  -0.007  -2.067  6.926
C  -0.432  -0.827  6.417
O  -1.981  -3.841  6.742
C  -1.408  -4.217  5.523
H  -0.484  -5.220  10.007
H  0.255  -6.195  8.824
H  -1.403  -5.734  8.594
H  -1.519  -0.780  6.348
H  -0.006  -0.661  5.428
H  -0.125  0.057  6.977
H  -0.336  -4.046  5.418
H  -1.760  -3.752  4.603
H  -1.451  -5.299  5.402
C  -4.569  -2.590  -3.526
O  -3.886  -3.231  -2.442
P  -4.616  -3.359  -0.964
O  -5.082  -2.129  -0.245
O  -5.845  -4.352  -1.364
C  -6.622  -4.952  -0.324
O  -3.590  -4.310  -0.065
C  -2.382  -3.749  0.287
H  -4.274  -3.055  -4.466
H  -4.343  -1.524  -3.515
H  -5.658  -2.631  -3.551
H  -7.515  -4.354  -0.138
H  -6.043  -5.150  0.578
H  -6.942  -5.945  -0.640
H  -2.298  -3.646  1.369
H  -2.152  -2.769  -0.133
H  -1.546  -4.411  0.064
C  3.319  -2.537  -5.671
O  3.966  -3.571  -4.985
C  5.101  -3.153  -4.273
C  4.911  -2.111  -3.167
O  3.888  -2.537  -2.293
C  3.751  -1.685  -1.083
C  2.388  -1.897  -0.389
O  2.210  -3.327  -0.169
C  1.071  -3.707  0.593
H  2.843  -1.840  -4.981
H  2.545  -3.055  -6.236
H  3.892  -1.987  -6.419
H  5.833  -2.851  -5.022
H  5.484  -4.094  -3.880
H  4.578  -1.143  -3.541
H  5.825  -2.134  -2.574
H  3.591  -0.658  -1.411
H  4.615  -1.816  -0.432
H  1.495  -1.462  -0.839
H  2.489  -1.371  0.560
H  0.827  -4.660  0.124
H  0.220  -3.035  0.477
H  1.307  -3.888  1.642
C  -4.485  -2.240  5.239
O  -5.490  -2.951  4.590
C  -5.823  -2.450  3.354
C  -6.951  -3.308  2.755
O  -6.777  -4.688  2.873
C  -7.939  -5.489  2.674
C  -7.637  -6.972  2.545
O  -7.368  -7.517  3.894
C  -7.393  -8.927  4.086
H  -4.237  -2.747  6.172
H  -4.752  -1.224  5.529
H  -3.543  -2.351  4.701
H  -4.959  -2.387  2.693
H  -6.109  -1.409  3.506
H  -7.133  -3.084  1.704
H  -7.805  -3.013  3.365
H  -8.534  -5.174  1.817
H  -8.580  -5.336  3.541
H  -6.765  -7.113  1.907
H  -8.453  -7.528  2.084
H  -7.199  -9.188  5.126
H  -6.570  -9.219  3.433
H  -8.358  -9.366  3.835
C  -3.715  -1.367  -7.265
O  -2.961  -0.945  -8.441
C  -1.747  -0.295  -8.095
C  -1.677  0.797  -7.005
O  -2.019  0.282  -5.667
C  -1.978  1.370  -4.725
C  -2.573  0.861  -3.312
O  -1.539  0.082  -2.631
C  -1.891  -0.193  -1.285
H  -3.083  -1.963  -6.606
H  -4.623  -1.905  -7.536
H  -4.136  -0.529  -6.710
H  -1.309  0.118  -9.004
H  -0.993  -1.063  -7.922
H  -2.384  1.550  -7.353
H  -0.706  1.291  -7.003
H  -2.719  2.109  -5.034
H  -1.064  1.956  -4.631
H  -3.577  0.438  -3.325
H  -2.644  1.808  -2.778
H  -2.252  0.741  -0.854
H  -1.055  -0.540  -0.677
H  -2.671  -0.953  -1.335
C  5.834  1.549  -0.452
O  6.806  1.058  -1.349
C  7.383  2.034  -2.264
C  8.042  1.280  -3.416
O  7.163  0.614  -4.343
C  6.377  1.419  -5.285
C  7.177  1.870  -6.595
O  8.060  2.913  -6.267
C  8.907  3.305  -7.370
H  6.271  2.249  0.260
H  5.293  0.709  -0.016
H  5.112  2.159  -0.996
H  8.199  2.457  -1.679
H  6.727  2.843  -2.583
H  8.664  0.455  -3.071
H  8.509  1.993  -4.096
H  5.924  2.256  -4.754
H  5.463  0.899  -5.571
H  6.547  2.244  -7.402
H  7.700  1.042  -7.075
H  9.550  4.141  -7.096
H  8.356  3.587  -8.267
H  9.649  2.562  -7.665
C  4.817  -1.575  -9.253
O  4.069  -0.504  -8.757
C  2.663  -0.648  -8.943
C  1.830  0.429  -8.261
O  1.720  0.227  -6.880
C  2.018  1.337  -6.056
C  1.972  1.041  -4.554
O  1.732  2.264  -3.793
C  1.753  1.917  -2.399
H  4.718  -1.622  -10.337
H  4.640  -2.562  -8.825
H  5.863  -1.331  -9.067
H  2.407  -1.654  -8.611
H  2.495  -0.520  -10.013
H  0.872  0.572  -8.761
H  2.242  1.425  -8.420
H  1.280  2.126  -6.198
H  2.991  1.752  -6.320
H  2.838  0.460  -4.238
H  1.176  0.316  -4.381
H  2.744  1.922  -1.945
H  1.176  1.013  -2.205
H  1.272  2.754  -1.892

Results
highest occupied orbital energy = -0.3095 hartree
total charge = 0
lowest unoccupied orbital energy = -0.37 eV
E_tot = -8234.623302 hartree


Entry 2:
C56H134B2Cl2F8N7O4 | ωB97M-V/def2-TZVPD

Geometry (Å):
C  -0.791  1.600  0.471
C  -1.366  0.196  0.427
N  -2.614  -0.061  -0.496
C  -2.892  -1.615  -0.573
C  -3.882  0.640  0.033
C  -5.338  0.271  -0.533
C  -2.444  0.429  -1.993
C  -1.067  0.074  -2.670
O  -1.061  -1.312  -2.952
C  -0.016  -1.804  -3.689
H  -1.511  2.238  0.984
H  -0.700  2.077  -0.505
H  0.197  1.574  0.930
H  -1.576  -0.162  1.435
H  -0.642  -0.556  0.113
H  -3.314  -1.842  0.406
H  -1.983  -2.206  -0.688
H  -3.674  -1.819  -1.304
H  -3.697  1.666  -0.284
H  -3.819  0.441  1.103
H  -5.682  -0.739  -0.309
H  -5.215  0.314  -1.616
H  -5.982  1.114  -0.282
H  -2.520  1.516  -2.006
H  -3.244  0.080  -2.646
H  -0.228  0.105  -1.975
H  -0.747  0.731  -3.479
H  -0.100  -2.879  -3.530
H  0.958  -1.498  -3.305
H  -0.116  -1.611  -4.757
C  6.037  3.237  0.103
C  4.665  2.873  -0.628
N  3.623  4.031  -0.758
C  4.290  5.041  -1.679
C  2.343  3.475  -1.461
C  2.569  2.944  -2.965
C  3.242  4.665  0.613
C  2.319  5.857  0.599
O  1.056  5.390  0.258
C  0.133  6.409  0.377
H  6.684  4.025  -0.282
H  6.700  2.375  0.169
H  5.935  3.644  1.109
H  4.110  2.245  0.068
H  4.832  2.422  -1.606
H  4.678  4.591  -2.592
H  5.157  5.359  -1.101
H  3.588  5.840  -1.918
H  1.554  4.217  -1.580
H  2.012  2.678  -0.795
H  1.582  2.739  -3.379
H  3.109  2.005  -3.086
H  2.899  3.705  -3.672
H  4.133  4.929  1.183
H  2.690  3.852  1.083
H  2.663  6.669  -0.042
H  2.137  6.292  1.582
H  0.402  7.180  -0.345
H  0.068  6.805  1.390
H  -0.891  6.102  0.163
C  7.755  -5.910  -5.401
C  6.623  -6.646  -4.693
N  5.179  -6.049  -4.982
C  4.790  -6.038  -6.495
C  4.145  -6.944  -4.197
C  4.275  -6.961  -2.660
C  5.012  -4.543  -4.675
C  3.574  -4.011  -4.467
O  2.771  -4.058  -5.647
C  2.709  -2.928  -6.468
H  8.748  -5.965  -4.957
H  7.656  -4.830  -5.508
H  7.864  -6.233  -6.437
H  6.742  -6.519  -3.617
H  6.597  -7.731  -4.791
H  3.784  -5.723  -6.772
H  4.915  -7.084  -6.774
H  5.532  -5.456  -7.042
H  4.284  -7.944  -4.609
H  3.131  -6.607  -4.413
H  3.710  -7.644  -2.026
H  4.217  -5.971  -2.208
H  5.320  -7.192  -2.455
H  5.573  -3.945  -5.393
H  5.585  -4.596  -3.749
H  3.532  -2.972  -4.139
H  2.919  -4.551  -3.782
H  2.354  -2.075  -5.890
H  2.075  -3.097  -7.338
H  3.601  -2.522  -6.945
C  1.904  -4.640  6.518
C  0.696  -3.711  6.553
N  -0.720  -4.430  6.387
C  -0.883  -5.348  7.652
C  -1.899  -3.354  6.425
C  -3.306  -3.994  6.523
C  -0.754  -5.286  5.068
C  -0.870  -4.454  3.733
O  0.203  -3.537  3.503
C  0.129  -2.762  2.321
H  2.859  -4.183  6.779
H  2.080  -5.017  5.510
H  1.849  -5.502  7.182
H  0.764  -3.078  5.668
H  0.554  -3.058  7.414
H  0.028  -5.939  7.749
H  -1.679  -6.089  7.577
H  -1.093  -4.631  8.445
H  -1.798  -2.699  5.560
H  -1.727  -2.629  7.220
H  -4.083  -3.289  6.227
H  -3.667  -4.509  7.413
H  -3.529  -4.778  5.800
H  -1.648  -5.873  5.281
H  0.096  -5.967  5.016
H  -1.879  -4.060  3.616
H  -0.891  -5.142  2.888
H  -0.745  -2.112  2.363
H  0.047  -3.525  1.547
H  0.989  -2.099  2.226
C  -0.200  0.316  5.957
C  1.117  -0.097  5.369
C  1.717  0.930  4.346
N  3.235  0.744  4.023
C  3.436  -0.620  3.372
C  4.146  0.935  5.307
C  4.478  2.455  5.310
C  4.002  3.000  3.908
C  3.751  1.828  3.034
H  -0.060  1.113  6.686
H  -0.535  -0.489  6.611
H  -1.021  0.477  5.258
H  1.028  -0.948  4.694
H  1.863  -0.358  6.119
H  1.816  1.942  4.737
H  1.143  1.081  3.432
H  4.506  -0.739  3.203
H  2.854  -0.656  2.451
H  3.075  -1.338  4.108
H  5.019  0.348  5.024
H  3.742  0.500  6.221
H  5.501  2.784  5.493
H  3.803  2.878  6.054
H  4.827  3.609  3.540
H  3.029  3.491  3.910
H  4.737  1.496  2.709
H  3.159  1.960  2.128
C  -7.368  1.861  3.121
C  -5.935  1.984  3.707
C  -5.476  3.496  3.945
N  -4.038  3.604  4.553
C  -3.041  3.187  3.453
C  -3.717  2.714  5.785
C  -2.915  3.453  6.838
C  -2.501  4.692  6.137
C  -3.703  4.970  5.187
H  -8.025  2.571  3.623
H  -7.777  0.851  3.095
H  -7.214  2.149  2.081
H  -5.226  1.566  2.992
H  -5.821  1.446  4.648
H  -6.088  3.983  4.704
H  -5.459  4.024  2.992
H  -2.024  3.494  3.700
H  -3.380  3.783  2.605
H  -3.044  2.133  3.177
H  -3.334  1.727  5.524
H  -4.750  2.685  6.132
H  -2.022  2.927  7.176
H  -3.503  3.678  7.728
H  -1.591  4.482  5.574
H  -2.322  5.560  6.771
H  -3.358  5.596  4.363
H  -4.649  5.280  5.630
C  -4.979  -1.555  -8.264
C  -3.823  -0.569  -7.852
C  -4.267  0.824  -7.327
N  -3.095  1.753  -6.853
C  -2.310  1.068  -5.698
C  -3.674  3.046  -6.335
C  -2.628  4.160  -6.631
C  -1.501  3.461  -7.477
C  -2.156  2.211  -8.006
H  -5.494  -1.984  -7.404
H  -4.525  -2.397  -8.786
H  -5.672  -1.035  -8.926
H  -3.247  -0.443  -8.769
H  -3.155  -1.038  -7.130
H  -4.995  0.859  -6.517
H  -4.751  1.424  -8.097
H  -1.568  1.812  -5.411
H  -1.797  0.182  -6.073
H  -3.030  0.857  -4.906
H  -3.977  2.889  -5.299
H  -4.497  3.237  -7.024
H  -2.352  4.732  -5.745
H  -3.040  4.849  -7.368
H  -0.583  3.255  -6.928
H  -1.222  4.110  -8.307
H  -1.546  1.372  -8.339
H  -2.771  2.523  -8.850
Cl  -1.240  4.122  -2.729
Cl  -3.459  -0.925  3.555
B  -6.750  1.018  -3.599
F  -7.610  1.373  -4.611
F  -5.500  1.350  -3.992
F  -7.066  1.669  -2.421
F  -6.829  -0.284  -3.498
B  2.764  -0.516  -0.295
F  2.369  0.687  0.203
F  3.997  -0.769  0.246
F  1.895  -1.428  0.086
F  2.947  -0.555  -1.623

Results
highest occupied orbital energy = -0.4402 hartree
total charge = +3
lowest unoccupied orbital energy = -5.18 eV
E_tot = -4666.645498 hartree